<i>
{"formula": "C2H4N4O", "method": "wB97M-V/def2-TZVPD", "elements": ["N", "C", "N", "N", "C", "O", "N", "H", "H", "H", "H"], "positions_angstrom": [[0.031, -1.449, -1.534], [0.005, -0.527, -0.549], [-1.091, 0.182, -0.299], [-0.628, 1.030, 0.749], [0.826, 0.511, 1.143], [1.248, 0.946, 2.181], [1.130, -0.366, 0.209], [-0.720, -1.489, -2.203], [0.929, -1.828, -1.787], [-0.621, 2.004, 0.440], [-1.108, 0.986, 1.650]], "nbo_charge": [-0.79, 0.55, -0.47, -0.47, 0.75, -0.59, -0.64, 0.40, 0.41, 0.41, 0.42], "smiles": "NC1=N[NH2+]C([O-])=N1", "lumo_energy_ev": 0.6, "orbital_gap_ev": 9.879}

<ii>
{"formula": "C2H4N4O", "method": "wB97M-V/def2-TZVPD", "elements": ["N", "C", "N", "N", "C", "O", "N", "H", "H", "H", "H"], "positions_angstrom": [[2.374, 0.071, 0.381], [1.144, 0.321, -0.165], [0.357, -0.700, -0.656], [-0.924, -0.687, -0.207], [-1.703, 0.393, -0.156], [-2.819, 0.082, 0.531], [0.540, 1.383, -0.470], [2.701, -0.873, 0.227], [3.076, 0.789, 0.255], [-1.334, -1.614, -0.167], [-3.412, 0.835, 0.427]], "nbo_charge": [-0.81, 0.37, -0.19, -0.46, 0.33, -0.69, -0.25, 0.40, 0.40, 0.40, 0.50], "lumo_energy_ev": [-0.3, -1.0], "orbital_gap_ev": [8.428, 7.412]}

<iii>
{"formula": "C2H4N4O", "method": "wB97M-V/def2-TZVPD", "elements": ["C", "C", "H", "H", "H", "H", "N", "N", "N", "N", "O"], "positions_angstrom": [[-0.860, -0.214, -1.273], [-0.948, 0.076, 0.168], [1.088, 0.814, 2.167], [0.295, -0.783, 1.853], [2.249, 0.442, -0.574], [-1.553, -0.544, -2.021], [1.071, -0.039, 1.589], [0.440, 0.476, 0.374], [1.274, -0.043, -0.632], [0.488, -0.139, -1.688], [-1.767, -0.111, 0.963]], "nbo_charge": [-0.20, 0.58, 0.37, 0.37, 0.41, 0.23, -0.67, -0.18, -0.21, -0.15, -0.56], "smiles": "Nn1[nH]ncc1=O", "lumo_energy_ev": 0.3, "orbital_gap_ev": 9.461}

<iv>
{"formula": "C2H4N4O", "method": "wB97M-V/def2-TZVPD", "elements": ["C", "C", "H", "H", "H", "H", "N", "N", "N", "N", "O"], "positions_angstrom": [[0.985, 0.066, -0.149], [-1.077, 0.142, -0.204], [2.905, 0.577, -0.224], [2.843, -1.267, 0.125], [-2.537, -1.057, 0.900], [-3.089, 0.462, -0.375], [2.306, -0.252, 0.219], [0.696, 1.301, -0.185], [-0.753, 1.274, 0.150], [-2.304, -0.355, 0.048], [0.025, -0.890, -0.306]], "nbo_charge": [0.63, 0.57, 0.41, 0.41, 0.43, 0.43, -0.85, -0.40, -0.29, -0.88, -0.47], "smiles": "Nc1nnc(N)o1", "lumo_energy_ev": 0.5, "orbital_gap_ev": 9.266}

Which is the most stable structure? <i> is the most stable.

<i>
{"formula": "C5H8FNS", "method": "wB97M-V/def2-TZVPD", "elements": ["C", "C", "C", "C", "C", "H", "H", "H", "H", "H", "H", "H", "H", "N", "F", "S"], "positions_angstrom": [[0.305, 0.355, -0.430], [-1.006, 0.066, 0.287], [-2.236, 0.744, -0.244], [1.353, -0.775, -0.211], [1.257, -1.993, 0.341], [1.728, 1.866, -0.210], [0.795, 1.725, 1.240], [0.284, 0.430, -1.514], [-0.871, 0.109, 1.329], [-2.185, 1.330, -1.190], [-2.960, 1.023, 0.519], [2.150, -2.628, 0.213], [0.312, -2.461, 0.746], [0.772, 1.665, 0.127], [2.587, -0.346, -0.636], [-2.281, -1.108, -0.367]], "nbo_charge": [-0.13, -0.29, -0.45, 0.40, -0.51, 0.38, 0.37, 0.22, 0.22, 0.24, 0.23, 0.22, 0.23, -0.84, -0.36, 0.07], "smiles": "C=C(F)[C@H](N)[C@H]1CS1", "lumo_energy_ev": 1.0, "orbital_gap_ev": 9.994}

<ii>
{"formula": "C5H8FNS", "method": "wB97M-V/def2-TZVPD", "elements": ["C", "C", "C", "C", "C", "N", "F", "S", "H", "H", "H", "H", "H", "H", "H", "H"], "positions_angstrom": [[-1.540, 0.199, 0.190], [-0.634, -1.233, -1.696], [0.098, -1.072, -0.552], [-2.436, 0.767, 1.189], [2.985, 0.543, 0.253], [-0.392, -0.297, 0.485], [1.299, -1.794, -0.427], [-2.118, -0.229, -1.464], [3.450, 1.553, 0.231], [-0.793, -1.817, -2.610], [-1.837, 0.546, 2.098], [-3.396, 0.342, 1.009], [-2.815, 1.755, 1.343], [2.350, 0.500, -0.789], [2.029, 0.340, 0.763], [3.749, -0.102, -0.024]], "nbo_charge": [0.15, -0.47, 0.51, -0.70, -0.88, -0.48, -0.33, 0.31, 0.21, 0.26, 0.26, 0.24, 0.25, 0.20, 0.25, 0.22], "smiles": "Cc1nc(F)cs1.C", "lumo_energy_ev": 0.5, "orbital_gap_ev": 9.786}

Which is the most stable structure? <i> is the most stable.

<i>
{"formula": "C8H15N2O", "method": "wB97M-V/def2-TZVPD", "elements": ["C", "C", "C", "C", "C", "C", "C", "C", "N", "N", "O", "H", "H", "H", "H", "H", "H", "H", "H", "H", "H", "H", "H", "H", "H", "H"], "positions_angstrom": [[-1.821, -0.923, 0.113], [0.932, 0.582, 0.876], [0.335, -1.339, 0.090], [0.151, 0.076, -0.373], [0.108, 1.470, 1.774], [0.822, -2.385, -0.709], [0.803, 0.523, -1.663], [-2.072, 1.243, -0.712], [-1.289, 0.171, -0.301], [1.113, -0.824, 1.320], [-2.817, -1.466, 0.389], [1.903, 1.157, 0.720], [0.865, 1.560, 2.749], [-0.845, 1.097, 2.043], [-0.097, 2.505, 1.501], [0.339, -2.259, -1.687], [0.475, -3.411, -0.528], [1.880, -2.441, -0.904], [1.221, -0.331, -2.216], [1.607, 1.244, -1.311], [0.216, 1.150, -2.431], [-1.499, 2.204, -0.398], [-2.032, 1.422, -1.719], [-3.049, 1.293, -0.202], [2.123, -1.102, 1.420], [0.627, -1.219, 2.158]], "nbo_charge": [0.87, -0.05, 0.01, 0.08, -0.64, -0.72, -0.66, -0.43, -0.46, -0.57, -0.44, 0.25, 0.23, 0.23, 0.26, 0.26, 0.26, 0.22, 0.24, 0.23, 0.25, 0.21, 0.22, 0.26, 0.43, 0.45], "lumo_energy_ev": -3.1, "orbital_gap_ev": 9.354, "total_charge": 1}

<ii>
{"formula": "C8H15N2O", "method": "wB97M-V/def2-TZVPD", "elements": ["C", "C", "C", "C", "C", "C", "C", "C", "N", "N", "O", "H", "H", "H", "H", "H", "H", "H", "H", "H", "H", "H", "H", "H", "H", "H"], "positions_angstrom": [[0.843, -0.391, 0.696], [1.208, -2.218, -2.529], [0.655, -1.132, -1.871], [-0.787, 1.690, 1.075], [1.738, -1.157, 1.694], [-0.916, 2.644, 2.030], [-2.651, 0.965, -0.616], [-1.437, 1.916, -0.282], [0.947, -0.996, -0.501], [0.060, 0.554, 1.255], [2.278, -2.963, -1.978], [1.077, -2.320, -3.623], [0.123, -0.397, -2.478], [1.242, -2.110, 1.990], [2.147, -0.597, 2.650], [2.754, -1.507, 1.194], [-1.681, 3.458, 2.243], [2.202, -3.848, -2.303], [-0.292, 2.556, 2.876], [-3.587, 1.408, -0.094], [-2.298, -0.064, -0.303], [-2.880, 0.987, -1.637], [-1.849, 2.931, -0.250], [-0.696, 2.046, -1.105], [1.637, -1.789, -0.431], [0.161, 0.337, 2.299]], "nbo_charge": [0.56, 0.13, -0.12, 0.16, -0.71, -0.37, -0.60, -0.46, -0.54, -0.55, -0.69, 0.22, 0.25, 0.27, 0.27, 0.26, 0.26, 0.51, 0.19, 0.23, 0.20, 0.22, 0.24, 0.22, 0.44, 0.43], "smiles": "C=C(CC)/[NH+]=C(/C)N/C=C\\O", "lumo_energy_ev": -3.9, "orbital_gap_ev": 8.529, "total_charge": 1}

<iii>
{"formula": "C8H15N2O", "method": "wB97M-V/def2-TZVPD", "elements": ["C", "C", "C", "C", "C", "C", "C", "C", "N", "N", "O", "H", "H", "H", "H", "H", "H", "H", "H", "H", "H", "H", "H", "H", "H", "H"], "positions_angstrom": [[2.078, -1.116, 0.137], [-0.396, 0.923, 1.623], [-1.750, 1.122, 0.917], [0.144, -2.221, 0.875], [0.134, 0.255, 0.342], [-1.040, 0.699, -0.447], [-0.791, 1.953, -1.304], [-1.601, -0.304, -1.311], [1.460, 0.039, 0.003], [3.386, -1.317, 0.029], [1.455, -2.227, 0.450], [0.066, 1.793, 1.857], [-0.435, 0.234, 2.562], [-2.393, 0.353, 1.327], [-2.058, 2.107, 1.128], [-0.010, -2.285, 1.979], [-0.586, -2.755, 0.232], [0.039, 2.705, -0.956], [-1.750, 2.460, -1.326], [-0.594, 1.594, -2.291], [-0.819, -0.578, -2.149], [-2.487, 0.024, -1.768], [-1.735, -1.263, -0.886], [1.778, 0.825, -0.500], [4.105, -0.763, -0.569], [3.799, -2.256, 0.048]], "nbo_charge": [0.83, -0.45, -0.39, -0.09, 0.32, -0.15, -0.61, -0.58, -0.63, -0.77, -0.45, 0.21, 0.23, 0.22, 0.23, 0.20, 0.20, 0.21, 0.24, 0.22, 0.20, 0.23, 0.22, 0.44, 0.44, 0.44], "lumo_energy_ev": [-3.7, -3.7], "orbital_gap_ev": [8.508, 8.950], "total_charge": 1}

Which is the most stable structure? <ii> is the most stable.